Computed, not measured: a structure of composition C3H7NO2 in a non-equilibrium geometry, with ωB97M-V/def2-TZVPD.

Its energy relative to the best compared isomer or geometry (same formula, charge and spin) is 366.0 kJ/mol. As for the HOMO-LUMO gap: 10.1 eV. Its spin multiplicity is 1. The highest occupied orbital energy comes out at -9.81 eV. The value obtained for the strongest force on any atom is 6.52 eV Å⁻¹. The LUMO energy comes out at 0.263 eV.

XYZ file:
```
13
Properties=species:S:1:pos:R:3:forces:R:3
H -3.041 -0.431 -0.766 0.2 -0.3 0.2
H 0.200 0.660 -1.454 -0.3 -0.3 -0.1
O 2.115 -0.271 -0.645 -1.1 -0.6 0.3
C -0.103 0.281 -0.486 -0.7 -2.3 1.1
C -1.417 0.454 0.265 0.5 -0.8 -0.9
C 0.969 -0.326 0.243 4.9 4.2 0.8
N -2.619 0.464 -0.580 0.7 0.7 -0.2
H -2.293 0.816 -1.473 -0.6 0.1 -0.2
H -1.366 1.387 0.840 0.0 -0.4 0.2
H 2.859 -0.445 -0.064 0.2 -0.2 0.2
O 1.210 -0.479 1.433 -1.1 -1.0 -0.1
H 0.148 -1.073 -0.357 -2.0 0.3 -2.2
H -1.340 -0.456 0.869 -0.8 0.7 0.8
```
Positions in Å, forces in eV/Å.